Entry from the Open Molecules 2025 dataset: a structure of composition C23H19N2O7STa (the ωB97M-V functional and the def2-TZVPD basis).

Structure (ORCA input):
```
! RIJCOSX wB97M-V def2-TZVPD def2/J DEFGRID3
* xyz 2 1
Ta 0.45500 -0.78841 -0.67160
O 2.79778 -1.35538 -1.04310
C 2.48330 -0.44860 -1.80726
O 1.26695 -0.59251 -2.40252
C 3.09696 0.92987 -1.79493
C 2.11386 1.90901 -2.45595
C 2.67115 3.32135 -2.54304
C 2.55106 3.80543 -1.07962
C 1.99603 2.56562 -0.39859
O 1.11179 1.97839 -1.39519
C 3.09880 1.48053 -0.29387
C 2.70902 0.47389 0.76164
O 3.36848 0.00323 1.60789
O 1.31230 0.14353 0.67035
H 4.09819 0.90509 -2.22307
H 1.67674 1.53530 -3.37406
H 2.05856 3.92106 -3.21145
H 3.69122 3.33032 -2.92471
H 1.85918 4.63818 -0.98529
H 3.50277 4.10428 -0.64318
H 1.44580 2.74210 0.51961
H 4.06891 1.87708 -0.01077
O -1.53525 -3.76116 0.68756
S -0.60919 -2.73038 0.95919
O 0.65447 -2.66077 0.08053
N -1.13506 -1.24964 0.43868
C -2.48297 -0.92591 0.13581
C -3.61279 -1.26490 0.81387
C -4.86444 -0.80707 0.33734
C -4.95107 -0.03327 -0.78546
C -3.77652 0.31085 -1.50419
C -3.75370 1.07450 -2.69021
C -2.56186 1.31404 -3.33194
C -1.38208 0.80624 -2.79737
N -1.35760 0.09501 -1.67428
C -2.55017 -0.15508 -1.02806
C -0.10106 -2.65514 2.59372
C 1.22249 -2.34941 2.90274
C 1.56031 -2.25820 4.24068
C 0.59577 -2.46373 5.21898
C -0.71868 -2.78131 4.88401
C -1.08570 -2.88821 3.55824
H -3.56485 -1.87537 1.70653
H -5.76000 -1.07767 0.87877
H -5.91054 0.31560 -1.14551
H -4.68218 1.46177 -3.09296
H -2.52037 1.88265 -4.24947
H -0.43572 0.96941 -3.29093
H 1.97182 -2.21172 2.13757
H 2.58148 -2.03416 4.51597
H 0.87378 -2.38907 6.26203
H -1.45161 -2.95938 5.65865
H -2.09058 -3.17790 3.27822
*
```

Strongest force on any atom = 1.350 eV Å⁻¹
Energy relative to the best compared isomer or geometry (same formula, charge and spin) = 1.1018 eV

Entry from the Open Molecules 2025 dataset: an isolated molecule of C11H23NOSi (the ωB97M-V functional and the def2-TZVPD basis).

Structure (ORCA input):
```
! RIJCOSX wB97M-V def2-TZVPD def2/J DEFGRID3
* xyz 0 1
N 0.63574 -2.17841 -1.98083
C 0.53018 -1.63188 -0.96904
O -0.78504 -0.19597 0.35794
C 0.63130 2.89156 -1.74995
C 2.85251 -1.03627 0.82260
C 3.12606 1.70576 -0.28975
C 0.38318 -0.96907 0.26107
C 0.67137 1.87825 -0.59300
C 1.64832 -0.10487 0.60402
C 1.83906 0.93124 -0.50198
C -2.11328 -2.61437 1.33898
C -3.22624 0.37970 1.49895
C -3.08844 -1.24052 -1.17300
Si -2.30600 -0.91887 0.53121
H 0.81730 2.39953 -2.69917
H -0.31208 3.41618 -1.79687
H 1.39672 3.66633 -1.65586
H 3.07092 -1.60525 -0.08696
H 2.67648 -1.80034 1.56413
H 3.74557 -0.49879 1.13995
H 3.98715 1.04160 -0.23917
H 3.11301 2.17291 0.68941
H 3.27408 2.50487 -1.06344
H 0.25557 -1.73273 1.05687
H -0.24078 1.28180 -0.59946
H 0.61958 2.41050 0.36370
H 1.41797 0.45481 1.51490
H 1.94588 0.38870 -1.46380
H -1.36808 -2.73310 2.11937
H -2.00320 -3.43256 0.63488
H -3.06171 -2.78512 1.83337
H -2.96162 0.40725 2.55218
H -3.11343 1.38518 1.13274
H -4.25511 0.06813 1.42251
H -2.76225 -0.52736 -1.99687
H -2.83687 -2.23602 -1.45204
H -4.20381 -1.14281 -1.12761
*
```

Strongest force on any atom = 3.689 eV Å⁻¹
SMILES string = CC[C@@H](C)[C@H](C)[C@H](C#N)O[Si](C)(C)C
Energy relative to the best compared isomer or geometry (same formula, charge and spin) = 0.0000 eV

Number 1: DFT total energy -53846.5129 eV, LUMO energy -7.6645 eV, E_HOMO -15.0907 eV. Number 2: DFT total energy -23196.5880 eV, LUMO energy 0.6614 eV, E_HOMO -9.9754 eV.